(1)
This record from the OMol25 dataset describes 2 unconnected molecules or ions with the total composition CH6BN at a distorted geometry. The level of theory is ωB97M-V with the def2-TZVPD basis set.

Structure (XYZ):
```
9
Properties=species:S:1:pos:R:3
B 1.210 0.243 -0.164
C -1.169 0.196 0.028
N 0.144 -0.434 0.163
H 3.040 -1.005 -0.291
H 1.106 1.422 0.026
H -1.948 -0.452 0.399
H -1.171 1.118 0.634
H -1.315 0.386 -1.098
H 0.102 -1.474 0.303
```

Its orbital gap is 0.338 hartree. The lowest unoccupied orbital energy is 0.0204 Eh. The calculated total energy is -121.17359 hartree. As for the energy above the lowest of the compared OMol25 structures with the same formula, charge and spin: 107.2 kcal per mole. For the largest force on an atom, the calculation gives 4.92 eV/Å. As for the net charge: 0.

These are the Löwdin partial charges, in e, on atoms 1 to 8: -0.269 -0.112 -0.075 0.022 0.032 0.073 0.082 0.111

=====

(2)
This record from the OMol25 dataset describes 2 unconnected molecules or ions with the total composition CH6BN at a distorted geometry. The level of theory is ωB97M-V with the def2-TZVPD basis set.

Structure (XYZ):
```
9
Properties=species:S:1:pos:R:3
B -1.841 -0.089 0.123
C 1.272 0.181 -0.351
N 0.298 -0.869 -0.413
H -1.766 0.899 0.721
H -2.728 -0.759 -0.172
H 1.565 0.495 0.661
H 2.170 -0.194 -0.863
H 0.924 1.054 -0.905
H 0.405 -1.514 0.360
```

Its orbital gap is 0.282 hartree. The lowest unoccupied orbital energy is -0.0195 Eh. The calculated total energy is -121.14170 hartree. As for the energy above the lowest of the compared OMol25 structures with the same formula, charge and spin: 127.2 kcal per mole. For the largest force on an atom, the calculation gives 4.29 eV/Å. As for the net charge: 0.

These are the Löwdin partial charges, in e, on atoms 1 to 8: 0.335 -0.297 -0.125 -0.042 -0.049 0.061 0.066 0.058